{
  "formula": "C75H162F9N7O9",
  "method": "ωB97M-V/def2-TZVPD",
  "charge": 4,
  "orbital_gap_ev": 4.42,
  "e_above_lowest_kcal_mol": 0.0,
  "homo_energy_ev": -11.9,
  "species": ["C", "C", "C", "C", "N", "C", "C", "C", "C", "C", "C", "C", "H", "H", "H", "H", "H", "H", "H", "H", "H", "H", "H", "H", "H", "H", "H", "H", "H", "H", "H", "H", "H", "H", "H", "H", "C", "C", "C", "C", "N", "C", "C", "C", "C", "C", "C", "C", "H", "H", "H", "H", "H", "H", "H", "H", "H", "H", "H", "H", "H", "H", "H", "H", "H", "H", "H", "H", "H", "H", "H", "H", "C", "C", "C", "C", "N", "C", "C", "C", "C", "C", "C", "C", "H", "H", "H", "H", "H", "H", "H", "H", "H", "H", "H", "H", "H", "H", "H", "H", "H", "H", "H", "H", "H", "H", "H", "H", "C", "C", "C", "C", "N", "C", "C", "C", "C", "C", "C", "C", "H", "H", "H", "H", "H", "H", "H", "H", "H", "H", "H", "H", "H", "H", "H", "H", "H", "H", "H", "H", "H", "H", "H", "H", "C", "C", "O", "N", "H", "H", "C", "H", "H", "H", "H", "H", "H", "C", "C", "N", "C", "C", "C", "C", "C", "O", "C", "H", "H", "H", "H", "H", "H", "H", "H", "H", "H", "H", "H", "H", "H", "H", "H", "H", "H", "H", "H", "C", "C", "N", "C", "C", "C", "C", "C", "O", "C", "H", "H", "H", "H", "H", "H", "H", "H", "H", "H", "H", "H", "H", "H", "H", "H", "H", "H", "H", "H", "C", "O", "O", "C", "F", "F", "F", "C", "C", "H", "H", "H", "H", "H", "H", "C", "O", "O", "C", "F", "F", "F", "C", "C", "H", "H", "H", "H", "H", "H", "C", "O", "O", "C", "F", "F", "F", "C", "C", "H", "H", "H", "H", "H", "H"],
  "positions_angstrom": [[-8.113426, -4.030740, -0.004601], [-6.626356, -3.878140, 0.038539], [-6.187386, -2.572450, -0.697461], [-6.438646, -1.377880, 0.146879], [-6.166206, -0.059260, -0.493831], [-6.559776, 1.055660, 0.551169], [-5.818886, 2.347160, 0.057709], [-4.590656, 1.853050, -0.716151], [-4.702256, 0.309950, -0.850451], [-6.996546, 0.087740, -1.852451], [-8.563626, -0.050730, -1.698301], [-9.258506, 0.300040, -3.024061], [-8.494686, -3.291350, 0.699699], [-8.422516, -5.026910, 0.311949], [-8.602446, -3.845610, -0.961001], [-6.166876, -4.733630, -0.456551], [-6.221006, -3.937590, 1.048619], [-6.738906, -2.553630, -1.637441], [-5.152816, -2.558820, -1.040341], [-5.796466, -1.439000, 1.025499], [-7.494156, -1.336190, 0.415699], [-7.636266, 1.114120, 0.711999], [-6.119366, 0.638760, 1.456899], [-6.405606, 2.942570, -0.641821], [-5.523036, 2.986030, 0.889829], [-4.405246, 2.262630, -1.709111], [-3.750106, 2.135770, -0.082391], [-4.456316, -0.033280, -1.855341], [-4.102556, -0.189640, -0.089621], [-6.586976, -0.623010, -2.570221], [-6.734046, 1.069250, -2.247221], [-9.007846, 0.599060, -0.944291], [-8.686046, -1.111760, -1.480731], [-9.236826, 1.345430, -3.331921], [-10.242406, -0.168490, -3.047021], [-8.824096, -0.204110, -3.887311], [6.571174, -7.729990, 0.451839], [5.221734, -7.215930, 0.827119], [5.237654, -5.648150, 0.802809], [5.266444, -4.832870, -0.528291], [5.690404, -3.344410, -0.447291], [5.484644, -2.628960, -1.796811], [6.854224, -2.927620, -2.581931], [7.900564, -2.790510, -1.501491], [7.249704, -3.417510, -0.239831], [4.921474, -2.664350, 0.702509], [3.430634, -2.421550, 0.363719], [2.665414, -1.837890, 1.587139], [7.227814, -7.542460, 1.301399], [6.940104, -7.308670, -0.483291], [6.499324, -8.811020, 0.332199], [5.091714, -7.431980, 1.887549], [4.409774, -7.494900, 0.155549], [6.067924, -5.348350, 1.442229], [4.283054, -5.364760, 1.246109], [4.294184, -4.934730, -1.010411], [5.872734, -5.238680, -1.338121], [5.501714, -1.573190, -1.526331], [4.627614, -3.066270, -2.309031], [7.024394, -2.194500, -3.370401], [6.830144, -3.956870, -2.939951], [8.015634, -1.715340, -1.364141], [8.911124, -3.081380, -1.788301], [7.471254, -2.927470, 0.708259], [7.552444, -4.442920, -0.027701], [5.541714, -1.780540, 0.851759], [4.962384, -3.270570, 1.607459], [2.840184, -3.322170, 0.195309], [3.095404, -1.846570, -0.499491], [1.596424, -1.694400, 1.429749], [3.006334, -0.821840, 1.785899], [2.853904, -2.525130, 2.411919], [-0.466706, 6.739980, 7.250979], [-0.909306, 6.520280, 5.822299], [-2.117996, 5.682120, 5.715849], [-1.925356, 4.237850, 6.281659], [-3.084846, 3.199860, 5.823669], [-2.934846, 2.786800, 4.363709], [-1.808706, 1.711670, 4.290839], [-1.943836, 0.999100, 5.627199], [-2.915136, 1.837200, 6.507499], [-4.394906, 3.906570, 6.180349], [-4.510176, 4.268620, 7.718059], [-5.893056, 4.796110, 7.988489], [-0.989516, 7.404710, 7.938659], [0.398144, 7.372200, 7.049889], [-0.111366, 5.827110, 7.729009], [-0.098786, 6.008230, 5.303689], [-1.110566, 7.421650, 5.243399], [-2.376666, 5.613960, 4.659189], [-2.978316, 6.211130, 6.125849], [-1.744256, 4.123800, 7.350439], [-1.005636, 3.785480, 5.910739], [-3.855426, 2.240270, 4.158929], [-2.784856, 3.609000, 3.664009], [-1.800816, 1.032720, 3.438159], [-0.850666, 2.226120, 4.216059], [-2.516056, 0.077740, 5.518799], [-0.989216, 0.758930, 6.095289], [-3.950426, 1.501050, 6.450179], [-2.606026, 1.878340, 7.551939], [-5.192676, 3.197520, 5.959189], [-4.724156, 4.727010, 5.542719], [-3.796726, 5.064630, 7.931269], [-4.186726, 3.562560, 8.482899], [-6.629766, 4.046470, 7.699689], [-6.130816, 5.650260, 7.354449], [-6.132586, 5.170440, 8.983779], [-2.631396, 2.232650, -4.179291], [-3.441566, 1.054330, -4.627231], [-2.620336, -0.253860, -4.720921], [-1.756006, -0.676100, -3.542381], [-0.984216, -2.013900, -3.582011], [0.006394, -2.127820, -2.437881], [1.295534, -1.466550, -2.826261], [1.169424, -1.108820, -4.339931], [-0.020446, -1.990040, -4.829181], [-1.937166, -3.229020, -3.701511], [-2.876876, -3.506480, -2.506181], [-3.663066, -4.759510, -2.598501], [-3.139206, 3.188230, -4.048531], [-1.826636, 2.398340, -4.895531], [-2.289526, 2.063030, -3.158281], [-3.835916, 1.271490, -5.619921], [-4.249326, 1.022570, -3.896061], [-2.117346, -0.259480, -5.687911], [-3.319296, -1.090130, -4.735841], [-2.336196, -0.724450, -2.620891], [-0.997476, 0.056540, -3.266761], [0.199584, -3.188590, -2.278021], [-0.431526, -1.665340, -1.553321], [2.204024, -2.042790, -2.651111], [1.353814, -0.497250, -2.331111], [2.120574, -1.328100, -4.825051], [1.081894, -0.027780, -4.448481], [0.325044, -3.005880, -5.021031], [-0.507376, -1.596970, -5.721641], [-1.250046, -4.063900, -3.839211], [-2.552256, -3.022460, -4.577351], [-3.584366, -2.677690, -2.480131], [-2.348896, -3.560400, -1.554121], [-3.006546, -5.609840, -2.414021], [-4.227796, -4.921750, -3.516571], [-4.414976, -4.792050, -1.810041], [5.867894, 5.455760, 5.651729], [5.308134, 5.153920, 4.281289], [5.597494, 5.873100, 3.329159], [4.578834, 3.818710, 3.996399], [5.058264, 3.347210, 3.242789], [4.466854, 3.239640, 4.816309], [3.110594, 3.937490, 3.437149], [5.279434, 4.946480, 6.414909], [6.001574, 6.534090, 5.737989], [6.847684, 4.979080, 5.622089], [2.490744, 4.624670, 4.013049], [2.886174, 2.899250, 3.192619], [3.271484, 4.387710, 2.457589], [-3.108656, -5.502170, 1.128219], [-2.326556, -5.280850, 2.427689], [-1.751026, -3.834290, 2.680559], [-2.912606, -2.823850, 2.662759], [-1.067436, -3.900660, 4.091159], [-0.392756, -2.543810, 4.560539], [-0.835036, -3.436110, 1.515459], [0.301984, -4.477820, 1.058399], [1.330054, -4.573990, 2.081779], [1.648514, -5.894400, 2.324999], [-3.727806, -6.398460, 1.165999], [-2.544246, -5.481680, 0.195959], [-3.863266, -4.718800, 1.057549], [-1.559106, -6.046550, 2.540919], [-3.045446, -5.280120, 3.247019], [-2.580846, -1.824100, 2.942989], [-3.614676, -3.230840, 3.390469], [-3.343346, -2.780960, 1.662389], [-0.342406, -4.712890, 4.039109], [-1.815086, -4.254180, 4.801199], [0.536064, -2.242110, 4.076429], [-0.203726, -2.631700, 5.630419], [-1.139736, -1.751450, 4.512739], [-0.384826, -2.457660, 1.682899], [-1.512136, -3.248280, 0.682179], [0.899904, -4.119450, 0.220449], [-0.036596, -5.446770, 0.691519], [1.983574, -6.388700, 1.413139], [0.849914, -6.407350, 2.860929], [2.548854, -5.954370, 2.936459], [6.259664, -0.642220, -9.852411], [6.525254, -1.396850, -8.576261], [5.480164, -1.153900, -7.486361], [4.113164, -1.826800, -7.820131], [6.156874, -1.777960, -6.247841], [6.456914, -3.288800, -6.374341], [5.245824, 0.410540, -7.299641], [4.285784, 0.786130, -6.173441], [4.905594, 0.500820, -4.965171], [4.358394, 1.292400, -3.866561], [6.646884, 0.370530, -9.740691], [5.207694, -0.523330, -10.111891], [6.798724, -1.113580, -10.674201], [7.483784, -1.018340, -8.221201], [6.618164, -2.472130, -8.728741], [3.649914, -1.264990, -8.631211], [3.362354, -1.860540, -7.030671], [4.235824, -2.854610, -8.161691], [5.503754, -1.655800, -5.383781], [7.088714, -1.288790, -5.964181], [6.803094, -3.743020, -5.445921], [7.218414, -3.569120, -7.102101], [5.536284, -3.803020, -6.650211], [4.861294, 0.731120, -8.267871], [6.206984, 0.875840, -7.081121], [3.369514, 0.200050, -6.244711], [4.036784, 1.847170, -6.190401], [4.552564, 0.704360, -2.969561], [3.285884, 1.481310, -3.912661], [4.873454, 2.241740, -3.719701], [-0.793296, 1.083300, 0.439209], [-0.530096, 1.342170, -0.940271], [-1.422386, -0.152960, 0.390909], [0.394384, 1.281480, 1.396619], [0.535164, 0.384120, 2.379129], [1.508224, 1.059810, 0.723989], [0.414624, 2.421040, 2.021399], [-0.111726, 2.647090, -1.335781], [0.778724, 2.469770, -2.587911], [1.612174, 1.767310, -2.591871], [0.132734, 2.003960, -3.332091], [1.176874, 3.443270, -2.874061], [0.522004, 3.186330, -0.631711], [-1.003776, 3.232310, -1.559111], [-1.445106, 1.927460, 0.664279], [-5.212486, 5.844800, 2.209869], [-3.773856, 5.621290, 2.177509], [-5.731526, 4.902270, 3.146119], [-5.583426, 7.401380, 2.294899], [-5.053946, 7.876290, 3.425779], [-5.190446, 8.168600, 1.238089], [-6.887956, 7.631950, 2.359359], [-2.909056, 6.017740, 1.101459], [-1.579076, 5.533290, 1.540329], [-0.727966, 5.784300, 0.907319], [-1.354896, 6.019750, 2.489649], [-1.550766, 4.450440, 1.661739], [-2.866096, 7.078160, 0.852939], [-3.162196, 5.649910, 0.107109], [-5.601926, 5.647810, 1.211049], [5.863834, 2.554480, 0.552339], [4.695604, 3.356220, 0.639159], [6.383344, 2.685730, 1.857369], [5.749244, 1.188390, -0.222231], [6.503224, 0.269450, 0.407369], [4.524794, 0.634330, -0.210851], [6.176994, 1.203780, -1.440921], [4.013114, 3.617670, -0.559921], [2.827004, 4.529970, -0.223921], [2.095134, 4.018080, 0.400929], [3.159694, 5.343430, 0.420819], [2.323044, 4.988060, -1.074971], [3.628064, 2.717230, -1.038501], [4.565454, 4.136970, -1.343081], [6.519994, 3.142460, -0.089411]],
  "forces_ev_per_a": [[-0.75, 0.14, 0.90], [1.24, 0.11, -1.34], [0.16, -1.10, -0.58], [-0.05, 0.56, -0.09], [-1.04, 1.72, -1.59], [1.26, 0.06, -1.05], [-0.76, -0.65, -0.49], [0.50, -0.87, 0.52], [-0.61, 0.01, 1.19], [-0.65, 0.86, 1.37], [1.61, 0.01, -0.96], [0.29, -1.04, -0.72], [-0.62, -0.21, 0.06], [-0.05, 0.13, 0.17], [0.40, 0.03, -0.20], [0.12, 0.00, -0.28], [-0.20, 0.29, 0.27], [-0.31, 0.12, 0.06], [0.35, -0.28, 0.37], [-0.19, 0.16, 0.22], [0.13, 0.00, 0.38], [0.12, 0.00, -0.39], [0.08, 0.41, 0.16], [-0.50, -0.06, 0.40], [-0.27, 0.01, 0.14], [-0.41, 0.40, 0.16], [0.43, -0.45, -0.37], [-0.14, -0.23, 0.18], [0.35, -0.06, -0.20], [-0.12, -0.23, 0.28], [0.02, 0.16, 0.25], [0.37, -0.25, 0.31], [-0.67, 0.09, 0.23], [-0.37, 0.08, 0.60], [-0.33, 0.73, 0.31], [0.61, -0.24, 0.05], [0.03, -1.01, -0.11], [0.20, 2.40, -0.68], [-0.28, 0.55, -0.12], [-0.19, -0.82, -1.02], [0.09, -2.13, 0.33], [2.54, -0.95, 0.13], [-1.44, -0.20, 0.90], [-0.50, 1.00, 0.67], [0.11, 0.55, 0.41], [-0.05, 0.45, -1.32], [-1.51, 0.11, 0.71], [1.04, 0.40, -0.26], [0.40, 0.08, -0.35], [0.21, 0.02, 0.09], [0.33, -0.04, -0.09], [-0.77, -0.36, -0.23], [-0.07, -0.68, 0.34], [-0.07, 0.25, 0.15], [0.15, 0.34, 0.47], [-0.46, 0.64, 0.35], [0.62, -0.23, 0.43], [-0.69, 0.04, -0.35], [-0.15, 0.55, 0.27], [-0.21, -0.25, -0.13], [-0.06, 0.11, -0.44], [-0.05, 0.15, 0.47], [-0.24, -0.75, 0.28], [0.02, 0.53, -0.26], [-0.33, -0.13, -0.53], [-0.66, 0.41, 0.25], [0.26, -0.14, -0.27], [0.77, -0.89, -0.05], [1.14, 0.55, -0.19], [0.05, -0.45, -0.29], [0.30, -0.13, 0.33], [-0.25, 0.36, 0.30], [1.72, 1.44, -0.46], [-0.12, -0.23, 0.29], [-1.47, -1.66, -0.53], [-0.30, -0.72, -1.08], [2.06, 1.95, 0.69], [0.00, -0.90, -0.41], [0.23, 1.37, 0.74], [-1.04, -0.31, 0.52], [-0.07, 0.83, -0.40], [-0.98, -1.49, 1.67], [1.13, 1.05, -0.61], [-1.12, 0.24, -0.59], [-0.90, -0.53, -0.23], [0.72, -0.16, 0.64], [-0.17, 0.07, 0.13], [0.28, 0.00, -0.12], [0.18, 0.28, 0.36], [-0.13, -0.36, -0.22], [0.00, -0.25, 0.46], [-0.93, 0.30, 0.15], [0.07, 0.11, -0.64], [-0.34, 0.54, -0.26], [-0.45, 0.23, 0.35], [-0.64, 0.18, -0.12], [0.11, -0.02, 0.16], [0.39, -0.38, -0.21], [-0.14, 0.17, 0.14], [0.21, -0.63, 0.21], [-0.12, 0.47, -0.14], [0.05, -0.45, -0.02], [1.00, 0.30, -0.40], [0.03, 0.37, -0.24], [-0.31, -0.91, -0.53], [-0.18, -0.10, 0.28], [0.23, 0.06, -0.27], [0.48, -0.47, 0.20], [0.79, 0.59, 0.37], [0.05, 0.27, 0.46], [-0.66, -1.25, 0.01], [1.06, 0.88, 1.39], [0.02, -0.03, -1.97], [-0.63, -0.53, 0.47], [0.13, 1.73, -1.05], [0.02, -0.77, 0.37], [0.40, 1.02, 0.80], [0.45, 0.28, 0.68], [0.48, 1.67, -0.35], [-0.48, -1.38, -0.08], [-0.55, -0.15, -0.58], [0.39, 0.15, 0.35], [0.68, -0.21, -0.04], [-0.30, -0.31, 0.10], [-0.38, -0.69, -0.25], [0.31, 0.04, 0.15], [-0.54, 0.08, -0.71], [-0.20, -0.13, 0.02], [0.14, 0.08, -0.18], [-0.43, -0.14, 0.03], [-0.18, -0.01, 0.20], [-0.30, -0.14, 0.25], [0.33, -0.21, 0.49], [-0.20, -0.38, -0.33], [-0.68, -0.10, -0.19], [-0.19, -0.04, 0.18], [-0.25, -0.17, 0.30], [-0.22, -0.13, -0.32], [0.26, -0.35, -0.13], [0.10, 0.26, 0.30], [0.27, 0.45, 0.00], [-0.10, -0.26, -0.28], [0.27, 0.11, -0.20], [0.06, 0.12, 0.12], [-0.73, -1.23, -0.66], [1.89, 2.45, -2.85], [-1.81, -2.58, 2.37], [-2.39, 1.93, 0.81], [1.73, -1.03, -1.52], [0.68, -0.18, 0.31], [2.33, 0.59, -1.14], [0.09, 0.48, 0.34], [-0.24, -0.24, 0.21], [0.21, 0.02, 0.18], [-0.05, -0.78, 0.37], [-0.80, 0.20, 0.65], [-0.06, 0.13, 0.08], [-0.38, 1.07, 0.16], [-0.76, 0.93, 0.08], [0.58, -0.47, -0.93], [0.57, -0.93, 0.50], [0.91, 1.12, -0.59], [-1.28, -1.05, 0.00], [1.11, -1.00, -0.63], [0.27, 1.39, 1.27], [-1.49, 0.73, -0.54], [1.24, -0.99, 0.49], [0.48, -0.28, 0.22], [0.24, -0.17, 0.20], [-0.04, 0.14, -0.20], [0.18, 0.45, 0.34], [0.10, -0.82, 0.06], [0.24, -0.23, -0.09], [-0.22, 0.32, -0.07], [0.12, -0.08, 0.18], [0.10, 0.22, -0.26], [-0.30, 0.39, -0.17], [-0.23, -0.30, -0.29], [0.17, -0.28, -0.01], [0.18, 0.17, -0.24], [-0.06, -0.04, 0.44], [0.02, -0.21, -0.08], [-0.72, 0.81, -0.45], [-0.42, -0.20, 0.64], [-0.53, -0.44, -0.27], [-0.08, -0.40, -0.23], [-0.12, 0.32, 0.39], [-0.08, 0.57, -0.24], [-0.35, 0.37, -0.60], [0.01, 0.09, 1.13], [0.67, 0.26, -0.53], [-0.32, -1.16, 0.94], [-0.45, 0.01, -0.62], [-0.18, -0.94, -0.07], [0.27, -0.56, -0.42], [-0.32, 0.67, 1.64], [0.65, -0.84, 0.38], [0.05, 0.01, -0.21], [-0.01, -0.39, -0.16], [-0.16, 0.04, 0.00], [-0.12, -0.24, 0.53], [-0.30, 0.19, 0.07], [0.28, 0.05, -0.04], [0.69, 0.36, 0.53], [0.46, 0.19, 0.00], [-0.21, 0.22, -0.31], [-0.19, 0.63, -0.65], [-0.15, 0.47, 0.22], [-0.04, 0.28, -0.04], [0.05, -0.24, 0.03], [0.10, 0.09, 0.15], [0.12, -0.27, -0.22], [-0.42, 0.14, -0.20], [0.01, 0.11, -0.64], [-0.11, 0.06, -0.08], [-0.08, -0.19, -0.50], [0.13, 0.04, -0.43], [-3.48, -1.79, -1.22], [1.72, 0.33, -0.44], [1.32, 1.23, 1.43], [0.29, -2.61, -0.89], [-1.17, -1.25, 1.27], [1.91, 0.93, -1.35], [0.09, 2.20, 0.13], [1.34, -0.82, -0.44], [-1.01, 0.01, -0.19], [0.16, 0.04, 1.19], [-0.13, 0.59, -0.61], [-0.22, -0.04, -0.45], [-0.40, -0.18, 0.56], [0.10, 0.33, -0.14], [-0.72, 0.30, 0.83], [-1.47, -2.45, 0.79], [0.40, 0.79, -0.46], [1.34, 3.11, -2.00], [0.24, -1.08, 1.14], [0.52, 0.82, 0.20], [0.74, -0.65, 0.33], [-0.64, -0.55, 0.09], [-0.79, 0.39, -0.19], [1.30, -0.06, 0.38], [-0.19, 0.17, -0.44], [0.03, -0.21, 0.25], [-0.15, -0.12, 0.17], [-0.18, 0.46, 0.82], [-0.56, -0.92, -0.05], [-0.03, -0.45, -0.77], [2.17, 3.15, 3.14], [-1.51, -0.72, -1.13], [-1.41, -2.15, -2.03], [-0.28, 0.10, 3.96], [0.74, -0.60, 0.32], [-1.22, -0.22, -0.42], [0.50, 0.48, -2.30], [-1.37, 0.78, -0.34], [0.12, -0.01, 0.75], [-0.14, -0.26, -0.17], [0.31, 0.22, -0.22], [0.11, -0.22, -0.14], [-0.08, -0.42, 0.04], [0.86, 0.08, 0.19], [0.48, -0.09, -0.72]]
}